i | 130
Properties=species:S:1:pos:R:3 method="wB97M-V/def2-TZVPD" gap_ev=9.86 mol_weight_da=721.07 lumo_ev=0.52
C 3.2279 -2.5232 3.2679
C 2.0829 -3.3505 2.8646
C 1.4763 -3.8842 4.1049
O 1.9920 -3.0133 5.0820
C 3.3310 -2.8578 4.7137
H 2.8248 -1.4373 3.2024
H 4.2028 -2.7434 2.9595
H 2.2253 -4.0248 2.1339
H 1.2819 -2.5221 2.2295
H 1.8690 -4.9755 4.1822
H 0.3843 -3.8635 4.1945
H 3.8593 -3.6915 5.0149
H 3.6705 -2.0323 5.2292
C 1.9232 -4.1347 -4.0885
C 1.6344 -5.0839 -2.8999
C 2.0802 -4.1955 -1.6341
O 2.0365 -2.9193 -2.1255
C 2.5808 -2.9042 -3.4945
H 1.0707 -3.8012 -4.6291
H 2.4410 -4.5663 -4.7523
H 2.1625 -5.9493 -2.9273
H 0.6815 -5.3546 -2.9039
H 3.0084 -4.5279 -1.1422
H 1.3089 -4.4755 -0.8050
H 3.7903 -3.1701 -3.5677
H 2.5574 -2.0510 -4.0011
C -1.5851 -5.2659 -0.2687
C -3.1072 -4.8331 -0.3211
C -3.6118 -4.8971 1.0799
O -2.4204 -4.6513 1.9291
C -1.3427 -5.3705 1.3426
H -1.0069 -4.4034 -0.5414
H -1.2284 -6.0088 -0.9544
H -3.8186 -5.5008 -0.8233
H -3.3741 -4.0021 -0.7103
H -3.9948 -5.8345 1.3204
H -4.3103 -4.2148 1.3452
H -1.1490 -6.4900 1.6973
H -0.3493 -5.0503 1.7125
C 1.0883 4.0015 4.0773
C 0.5803 2.6194 4.4026
C 1.6951 1.6376 4.1137
O 2.4747 2.2873 3.1602
C 2.5117 3.6561 3.6130
H 1.0775 4.6562 4.8448
H 0.4946 4.4411 3.1062
H -0.3527 2.3277 3.7816
H 0.3717 2.4068 5.4443
H 1.3220 0.7689 3.7644
H 2.2870 1.5464 4.9551
H 2.6857 4.4316 2.8394
H 3.3994 3.8966 4.1238
C 3.7790 0.6723 0.8601
C 4.3693 1.9611 0.3831
C 5.6970 1.4708 -0.3033
O 5.7796 0.1099 0.0556
C 4.4044 -0.3303 0.0353
H 2.7633 0.5973 0.8246
H 3.9992 0.6658 2.0724
H 4.6882 2.5860 1.2417
H 3.8679 2.4501 -0.2373
H 6.6088 1.9762 0.1597
H 5.5988 1.7279 -1.3211
H 4.4771 -1.0927 0.6254
H 4.0954 -0.3624 -0.9740
C 0.7804 1.6025 -4.3290
C 1.3942 1.6296 -5.7823
C 2.8113 1.1356 -5.6178
O 3.1502 1.5864 -4.2531
C 1.9893 1.2507 -3.4277
H -0.0184 0.7675 -4.0158
H 0.5060 2.5565 -3.9914
H 1.0863 2.5637 -6.2688
H 0.8024 0.9723 -6.6226
H 3.3822 1.7794 -6.2707
H 2.9815 0.1746 -5.7085
H 2.1225 1.7285 -2.6298
H 2.0410 0.2643 -3.2911
C -0.2839 5.9232 -0.9766
C -0.6748 5.4261 0.4763
C -0.1543 4.0221 0.5187
O -0.5036 3.5428 -0.8111
C -0.3237 4.6218 -1.7168
H 0.7275 6.2497 -0.8972
H -0.9370 6.7674 -1.3658
H -1.6125 5.2992 0.7730
H -0.2125 6.1900 1.1922
H -0.8139 3.4925 1.1853
H 0.8396 3.8128 0.7820
H -1.0760 4.5871 -2.4938
H 0.6505 4.3975 -2.2287
C -0.8807 -0.1964 1.4984
C -0.1537 0.5161 0.3965
C 0.2471 -0.5811 -0.5161
O -0.9070 -1.4057 -0.4497
C -1.2041 -1.6041 0.9469
H -1.6569 0.4487 1.8738
H -0.2219 -0.3466 2.3416
H 0.5230 1.2956 0.6248
H -1.0125 1.0871 -0.0864
H 1.2819 -0.9509 -0.3854
H 0.3801 -0.2222 -1.4749
H -0.6930 -2.5405 1.3545
H -2.2581 -1.9523 0.9166
C -5.6348 0.4475 1.0946
C -5.1033 1.8337 1.3269
C -4.8353 1.8256 2.8807
O -5.0321 0.4897 3.2404
C -5.9363 -0.1885 2.4482
H -4.8110 -0.0948 0.5092
H -6.3119 0.3685 0.3851
H -5.7594 2.5593 1.0365
H -4.3218 1.9851 0.5580
H -5.3604 2.5691 3.4847
H -3.8008 2.1001 2.9650
H -6.8336 0.3177 2.8114
H -5.8124 -1.2355 2.4808
C -3.1895 2.3732 -2.8940
C -3.2042 0.9218 -2.3410
C -4.5528 0.3892 -2.7988
O -5.2155 1.3217 -3.6849
C -4.5244 2.6776 -3.2887
H -2.5986 2.4037 -3.7072
H -2.6237 3.1199 -2.3408
H -3.1776 0.8945 -1.2663
H -2.3115 0.2065 -2.8180
H -5.0727 0.4407 -1.9497
H -4.5028 -0.5723 -3.1755
H -5.1798 3.1724 -2.7557
H -4.5607 3.2484 -4.1343

---

ii | 130
Properties=species:S:1:pos:R:3 method="wB97M-V/def2-TZVPD" gap_ev=8.24 mol_weight_da=721.07 lumo_ev=0.32
C 6.8583 2.0578 -4.5526
C 7.3581 1.9072 -6.0145
C 8.0328 0.5910 -5.9982
O 7.6116 -0.0508 -4.7847
C 7.5939 0.9534 -3.7973
H 5.7920 1.8366 -4.5070
H 7.1075 3.0203 -4.1059
H 8.0271 2.7468 -6.2033
H 6.5460 2.0358 -6.7302
H 9.1174 0.6916 -5.9578
H 7.8241 0.0381 -6.9141
H 8.6380 1.1558 -3.5586
H 7.2122 0.5993 -2.8396
C 8.8563 -3.1340 -4.8943
C 9.7579 -2.7850 -6.0650
C 11.2099 -3.0981 -5.6985
O 11.1171 -4.1056 -4.7055
C 9.9532 -3.7320 -3.8944
H 8.1361 -3.9209 -5.1180
H 8.3354 -2.2150 -4.6255
H 9.5691 -1.7729 -6.4231
H 9.4169 -3.4574 -6.8522
H 11.7325 -2.2591 -5.2390
H 11.7308 -3.3346 -6.6263
H 10.2259 -3.0695 -3.0729
H 9.5126 -4.5367 -3.3058
C 6.8555 -5.2339 -7.9301
C 6.8696 -6.7588 -8.1988
C 5.6391 -7.2294 -7.3644
O 4.7944 -6.1518 -7.5702
C 5.4986 -4.9435 -7.3422
H 7.1939 -4.6848 -8.8088
H 7.5870 -5.0011 -7.1563
H 7.8549 -7.1716 -7.9822
H 6.6871 -6.9262 -9.2603
H 5.7924 -7.3790 -6.2957
H 5.2424 -8.1622 -7.7654
H 5.4861 -4.8194 -6.2594
H 5.0096 -4.0233 -7.6618
C 6.0566 -1.6704 -8.7770
C 7.1181 -2.7912 -8.9534
C 7.6225 -2.9138 -7.4970
O 7.5140 -1.6478 -6.9039
C 6.7706 -0.7949 -7.8264
H 5.0943 -1.8414 -8.2945
H 5.7798 -1.1052 -9.6669
H 7.8978 -2.5179 -9.6644
H 6.5663 -3.6244 -9.3885
H 8.6672 -3.2242 -7.5157
H 7.0254 -3.6822 -7.0060
H 7.4762 -0.1633 -8.3660
H 6.0655 -0.1320 -7.3247
C 11.1278 -3.2271 -9.9197
C 10.7244 -1.7651 -9.5952
C 9.6956 -1.8661 -8.4257
O 9.6178 -3.2401 -8.2240
C 10.7571 -3.9323 -8.6356
H 12.1909 -3.2812 -10.1540
H 10.5168 -3.5067 -10.7780
H 10.3581 -1.3121 -10.5164
H 11.6070 -1.2084 -9.2799
H 8.7906 -1.2650 -8.5139
H 10.2172 -1.4954 -7.5432
H 10.5695 -4.9773 -8.8821
H 11.4720 -3.8822 -7.8144
C 6.0639 -3.3421 -5.0338
C 6.6025 -1.9237 -4.7546
C 5.4886 -0.9409 -5.0302
O 4.4055 -1.7185 -4.7405
C 4.5758 -3.0666 -5.2008
H 6.2417 -4.0098 -4.1907
H 6.3690 -3.8621 -5.9418
H 7.4786 -1.7400 -5.3765
H 6.7366 -1.8647 -3.6745
H 5.3570 -0.6815 -6.0806
H 5.5425 -0.0832 -4.3596
H 4.2811 -3.0599 -6.2502
H 3.8851 -3.6489 -4.5908
C 6.9097 -1.6905 -13.6121
C 7.1320 -2.5730 -12.3853
C 7.2052 -1.7194 -11.1597
O 7.3328 -0.4402 -11.7352
C 7.6310 -0.4534 -13.1456
H 5.8548 -1.5500 -13.8480
H 7.3993 -2.0777 -14.5057
H 8.1495 -2.9638 -12.3817
H 6.4340 -3.4101 -12.3928
H 8.0256 -1.9303 -10.4738
H 6.2732 -1.7982 -10.6000
H 8.7123 -0.4228 -13.2800
H 7.2138 0.4465 -13.5975
C 4.1056 -1.4128 -10.6981
C 3.6164 -2.7972 -10.3392
C 2.1378 -2.7168 -10.3531
O 1.8217 -1.3618 -10.1870
C 2.8305 -0.5436 -10.8256
H 4.4766 -1.6420 -11.6971
H 4.8796 -1.1341 -9.9830
H 3.9706 -3.1050 -9.3554
H 3.8999 -3.5768 -11.0463
H 1.5352 -3.3697 -9.7217
H 1.8269 -3.1597 -11.2993
H 2.8606 0.4542 -10.3878
H 2.5581 -0.3884 -11.8695
C 3.5233 -0.6667 -6.6062
C 2.8753 -0.4099 -7.9035
C 2.0717 -1.5621 -8.2061
O 1.5534 -1.9419 -6.9227
C 2.5953 -1.7177 -5.9937
H 3.8558 0.2470 -6.1137
H 4.4487 -1.2393 -6.6673
H 3.5567 -0.2122 -8.7310
H 2.3235 0.5246 -7.8012
H 2.6734 -2.3262 -8.6982
H 1.2595 -1.2511 -8.8633
H 3.0468 -2.6920 -5.8066
H 2.1636 -1.2599 -5.1036
C 5.3617 -5.0635 -10.6120
C 4.8095 -5.4019 -12.0076
C 3.3614 -5.4379 -11.6021
O 3.2837 -6.0284 -10.3133
C 4.4532 -5.7689 -9.5549
H 5.3201 -4.0133 -10.3230
H 6.4082 -5.3493 -10.5064
H 5.1856 -6.3100 -12.4790
H 5.0737 -4.5658 -12.6551
H 2.8228 -6.1552 -12.2213
H 2.9071 -4.4487 -11.6588
H 4.8906 -6.7152 -9.2368
H 4.3624 -5.1015 -8.6979

---

What should be chosen as the least stable of them? Choose ii.